Entry 1:
The following is a quantum chemistry calculation of a molecular structure, C30H45BN8PRh, from OMol25.

Structure (XYZ):
```
86
Properties=species:S:1:pos:R:3:forces:R:3
Rh -0.515175 0.558497 0.294156 0.17 -0.55 -0.04
C -0.002344 4.561036 1.212540 0.01 0.06 -0.02
C -0.776797 3.557945 0.676936 0.10 -0.13 -0.04
N -0.075076 2.397202 0.714543 -0.24 0.15 0.05
N 1.123316 2.647881 1.280191 0.22 -0.02 -0.06
C 1.190418 3.946080 1.583852 -0.01 -0.05 0.02
B 2.153349 1.483995 1.562247 -0.33 -0.13 -0.19
N 2.353386 0.729652 0.199135 0.06 0.06 0.13
C 3.472320 0.310268 -0.406814 0.01 0.03 0.02
C 3.128522 -0.419939 -1.536022 0.05 0.00 0.00
C 1.746807 -0.426202 -1.558861 -0.07 0.02 -0.01
N 1.295423 0.288747 -0.512087 -0.10 0.07 0.04
N 1.335963 0.504544 2.484685 0.10 -0.02 0.05
C 1.536644 0.016502 3.714601 0.05 0.03 -0.08
C 0.467645 -0.805975 4.060340 0.01 -0.07 0.04
C -0.373537 -0.790230 2.974139 0.04 -0.06 -0.06
N 0.159571 0.005543 2.021764 -0.08 0.18 -0.03
N 3.421160 1.989638 2.099883 0.05 0.02 0.05
C 4.295839 2.855077 1.489639 0.05 -0.02 0.06
C 5.344329 3.045596 2.340891 0.01 0.04 -0.04
C 5.039275 2.252720 3.471247 -0.12 -0.05 -0.05
N 3.892380 1.622771 3.327753 0.05 0.05 0.01
H -0.256288 5.603007 1.310106 0.00 -0.02 0.01
H -1.767638 3.597685 0.265161 -0.07 -0.01 -0.02
H 2.078486 4.353009 2.042950 -0.02 0.00 0.00
H 4.440189 0.563750 -0.002602 -0.01 -0.02 0.00
H 3.797281 -0.874916 -2.246710 -0.02 0.00 0.01
H 1.068466 -0.876034 -2.266990 0.00 0.00 0.01
H 2.442932 0.287957 4.234663 -0.01 0.01 0.02
H 0.344171 -1.357467 4.976878 -0.01 0.01 -0.01
H -1.295003 -1.321065 2.811534 -0.01 0.02 0.00
H 4.102637 3.256287 0.505481 0.02 0.00 0.02
H 6.212778 3.662540 2.185077 -0.02 -0.01 -0.01
H 5.614740 2.123261 4.374005 0.00 0.00 0.00
C -4.818576 1.802075 -3.259814 0.01 0.03 0.04
C -4.926842 2.779066 -2.077155 -0.01 -0.02 0.00
C -3.902914 2.453936 -0.972660 -0.05 -0.01 0.03
C -3.716597 0.933299 -0.929127 -0.05 0.12 0.18
C -2.942540 0.485367 -2.190309 -0.10 -0.03 0.06
C -3.385273 1.305034 -3.421029 0.02 0.01 -0.03
P -2.991078 0.214841 0.579211 -0.03 0.11 -0.14
C -3.670576 0.689286 2.191467 0.14 0.02 0.05
C -5.224409 0.418401 2.099678 -0.03 0.03 -0.05
C -6.004875 1.696885 2.393297 -0.01 -0.01 0.01
C -5.642324 2.290433 3.756410 0.03 -0.01 -0.01
C -4.119083 2.301539 4.017435 -0.05 0.00 -0.02
C -3.324737 2.082969 2.728303 -0.04 -0.01 -0.01
C -2.845181 -1.588514 0.396986 0.10 0.01 0.07
C -1.537938 -1.928978 -0.354820 -0.01 0.34 0.03
C -1.195609 -3.413663 -0.173962 -0.06 -0.09 0.04
C -2.476031 -4.273697 -0.307356 0.04 -0.01 -0.03
C -3.592489 -3.534706 -1.040769 0.00 0.00 0.02
C -4.062127 -2.306999 -0.248623 0.00 -0.02 -0.05
H -5.145520 2.291643 -4.174952 -0.01 -0.01 -0.01
H -5.491386 0.950768 -3.124042 0.00 -0.01 0.01
H -5.932660 2.749595 -1.655377 0.00 0.00 -0.01
H -4.760535 3.803055 -2.411100 0.01 0.00 0.00
H -4.240796 2.866137 -0.022111 0.04 0.01 0.01
H -2.938458 2.903881 -1.222149 -0.01 0.04 0.01
H -4.718108 0.478556 -0.923743 0.03 -0.04 -0.08
H -3.088567 -0.581207 -2.369686 -0.02 0.04 -0.01
H -1.858945 0.639309 -2.033511 0.15 0.01 0.01
H -3.286783 0.683954 -4.309845 0.02 0.00 -0.01
H -2.717021 2.156629 -3.564284 -0.01 0.01 0.02
H -3.226676 -0.041452 2.874725 0.02 -0.02 -0.03
H -5.448747 -0.360436 2.831219 0.01 0.01 0.03
H -5.534022 0.011563 1.132424 -0.01 -0.04 -0.01
H -7.068059 1.454661 2.357413 0.00 0.01 -0.01
H -5.839300 2.423725 1.592124 0.00 0.00 0.02
H -6.141487 1.721236 4.540415 0.00 0.00 0.01
H -6.042734 3.301515 3.814645 0.00 0.01 -0.01
H -3.845051 1.519986 4.731216 0.00 -0.01 -0.01
H -3.813231 3.243874 4.468825 0.00 0.00 0.01
H -2.250495 2.145972 2.920033 0.00 -0.01 0.01
H -3.578344 2.861209 2.007793 0.01 0.01 -0.04
H -2.729498 -1.957214 1.421011 -0.01 -0.01 0.01
H -0.624702 -1.396700 0.059929 0.01 0.05 0.04
H -1.608567 -1.658867 -1.406814 -0.01 -0.07 0.03
H -0.739569 -3.567153 0.806155 0.00 0.00 -0.01
H -0.450523 -3.699107 -0.915857 -0.01 0.02 -0.03
H -2.828417 -4.576556 0.680741 -0.01 0.02 0.01
H -2.228771 -5.191929 -0.835730 -0.01 -0.03 0.02
H -4.444572 -4.195205 -1.194365 -0.01 0.00 -0.01
H -3.257174 -3.238666 -2.038842 0.00 0.00 0.00
H -4.736188 -2.610804 0.552924 -0.01 0.00 0.00
H -4.626166 -1.636808 -0.899656 0.02 -0.04 -0.01
```
Positions in Å, forces in eV/Å.

**Frontier orbital gap (alpha / beta)**: 0.198 / 0.122 hartree
**LUMO (alpha / beta)**: -11.20 / -13.26 eV
**Total charge**: +3
**HOMO energy (alpha / beta)**: -16.589 / -16.582 eV
**Multiplicity**: 2

Which charges does Löwdin predict for the atoms? In e, they are:
1. Rh 1.1189
2. C 0.0259
3. C -0.0665
4. N -0.0983
5. N 0.0459
6. C 0.0298
7. B -0.6091
8. N 0.0374
9. C 0.0188
10. C 0.0180
11. C -0.0649
12. N -0.0885
13. N 0.0734
14. C 0.0298
15. C 0.0271
16. C -0.0765
17. N -0.0894
18. N -0.0308
19. C -0.0865
20. C -0.0158
21. C -0.0928
22. N 0.0765
23. H 0.1331
24. H 0.0974
25. H 0.1528
26. H 0.1507
27. H 0.1315
28. H 0.1290
29. H 0.1266
30. H 0.1329
31. H 0.1041
32. H 0.1358
33. H 0.1174
34. H 0.1253
35. C -0.1687
36. C -0.1514
37. C -0.1886
38. C -0.4091
39. C -0.1851
40. C -0.1574
41. P 1.1617
42. C -0.3813
43. C -0.1407
44. C -0.1744
45. C -0.1538
46. C -0.1562
47. C -0.2077
48. C -0.3951
49. C -0.2299
50. C -0.1410
51. C -0.1518
52. C -0.1664
53. C -0.1574
54. H 0.1298
55. H 0.1227
56. H 0.1238
57. H 0.1282
58. H 0.0934
59. H 0.0999
60. H 0.1236
61. H 0.1061
62. H 0.0919
63. H 0.1279
64. H 0.1260
65. H 0.1081
66. H 0.1402
67. H 0.1003
68. H 0.1352
69. H 0.1082
70. H 0.1243
71. H 0.1243
72. H 0.1230
73. H 0.1246
74. H 0.1049
75. H 0.1000
76. H 0.1147
77. H 0.0605
78. H 0.0990
79. H 0.1221
80. H 0.1270
81. H 0.1265
82. H 0.1290
83. H 0.1345
84. H 0.1226
85. H 0.1306
86. H 0.1028

=====

Entry 2:
The following is a quantum chemistry calculation of 5 unconnected molecules or ions with the total composition C20H43N2O4, from OMol25.

Structure (XYZ):
```
69
Properties=species:S:1:pos:R:3:forces:R:3
N -2.518028 -2.255387 -0.194205 0.07 -0.12 -0.07
C -3.090450 -1.814498 -1.430260 0.23 -0.10 0.28
C -2.134813 -1.055732 -2.383373 0.07 -0.01 0.04
C -1.199750 -1.961959 -3.192096 0.11 0.16 0.07
C 0.243813 -1.817473 -2.736829 0.02 0.20 0.03
N 0.822181 -0.531243 -3.172694 -0.32 0.05 -0.13
H -2.241508 -1.415176 0.316657 0.06 0.04 0.01
H -3.988257 -1.149979 -1.330750 -0.18 0.00 -0.03
H -3.424480 -2.718597 -1.958789 -0.27 0.06 -0.21
H -2.676154 -0.369535 -3.045340 -0.14 -0.02 -0.08
H -1.512703 -0.435643 -1.731128 -0.06 0.22 0.00
H -1.234626 -1.708464 -4.254536 -0.06 -0.10 -0.12
H -1.508824 -3.002212 -3.071498 -0.03 -0.08 0.02
H 0.223533 -1.845873 -1.647957 0.13 -0.24 0.09
H 0.862424 -2.636454 -3.106321 0.07 -0.11 0.02
H 1.115384 0.040383 -2.398796 0.19 0.01 0.06
H 1.588537 -0.654497 -3.812804 0.19 -0.03 0.05
C 4.760511 -3.331769 -0.782888 -0.04 0.05 -0.02
C 4.874909 -1.828065 -1.036821 0.05 0.04 0.08
C 4.646617 -1.750594 -2.538980 -0.08 0.04 0.08
O 3.742870 -2.806505 -2.846040 0.06 -0.14 -0.25
C 3.625764 -3.694454 -1.733419 -0.08 0.12 0.13
H 4.520209 -3.579405 0.250268 0.01 0.02 0.02
H 5.686873 -3.844942 -1.054128 -0.01 0.00 -0.04
H 4.080406 -1.294277 -0.513550 0.01 -0.01 0.05
H 5.828764 -1.398888 -0.729872 0.02 -0.02 -0.01
H 5.577968 -1.885851 -3.103848 0.00 -0.03 0.02
H 4.189222 -0.808011 -2.844295 0.02 0.02 -0.02
H 2.659747 -3.524178 -1.248080 -0.03 -0.06 -0.03
H 3.659372 -4.721889 -2.097858 0.03 0.00 -0.01
C -5.522712 0.141898 2.451249 0.08 0.06 -0.02
C -5.050052 1.568191 2.743568 -0.03 -0.08 -0.01
C -3.541114 1.412464 2.583677 0.04 0.00 0.00
O -3.334230 0.404933 1.611442 0.01 0.20 0.06
C -4.566017 -0.280758 1.340890 -0.07 -0.15 0.03
H -6.567343 0.080485 2.146787 -0.01 0.01 0.00
H -5.385488 -0.488647 3.333487 0.01 0.00 0.01
H -5.442520 2.256242 1.990728 0.01 -0.01 -0.01
H -5.333039 1.942082 3.728517 0.00 -0.02 0.01
H -3.076928 1.100655 3.528864 -0.02 0.05 0.04
H -3.051586 2.332233 2.249838 0.02 0.03 0.04
H -4.935690 0.026223 0.357514 0.00 0.04 0.02
H -4.346858 -1.348885 1.297349 0.07 0.01 -0.12
C 1.303839 1.001117 2.598871 0.04 -0.08 0.02
C 2.556450 0.864839 3.466681 -0.02 0.02 -0.03
C 3.406252 -0.082592 2.626369 -0.10 0.00 -0.03
O 3.076323 0.189449 1.268053 0.17 -0.14 0.03
C 1.901530 1.007368 1.199296 0.37 -0.16 0.36
H 0.719479 1.896265 2.805199 0.01 0.03 0.01
H 0.656359 0.132269 2.727805 -0.03 -0.01 0.00
H 3.054325 1.831874 3.569292 0.01 0.01 -0.02
H 2.357872 0.474895 4.464310 -0.02 -0.02 0.01
H 3.167661 -1.128448 2.850925 0.00 -0.01 0.04
H 4.479424 0.063995 2.763883 0.02 0.00 0.00
H 2.187054 2.018685 0.891279 0.02 -0.31 0.16
H 1.229218 0.591000 0.449247 0.24 -0.45 0.60
C -1.116238 2.376807 -0.476538 0.05 0.03 0.07
C -1.440813 3.797570 -0.016953 0.03 -0.02 -0.03
C -0.177059 4.164598 0.751864 -0.07 0.02 -0.01
O 0.895684 3.470620 0.118292 -0.16 0.16 -0.12
C 0.368293 2.490798 -0.789611 -0.23 0.16 -0.57
H -1.701230 2.041905 -1.330272 0.01 -0.03 0.00
H -1.282260 1.668822 0.337623 -0.06 -0.08 0.00
H -1.568081 4.458594 -0.878010 0.02 0.00 0.00
H -2.338530 3.862072 0.596897 -0.01 -0.01 0.01
H -0.246078 3.839979 1.797356 -0.02 0.01 0.01
H 0.041413 5.234607 0.737809 0.02 0.00 0.01
H 0.536931 2.833325 -1.816004 -0.05 0.05 -0.01
H 0.906249 1.553632 -0.647342 -0.35 0.66 -0.59
```
Positions in Å, forces in eV/Å.

**Frontier orbital gap**: 0.152 hartree
**LUMO**: 2.77 eV
**Total charge**: -1
**HOMO energy**: -1.363 eV
**ΔE to the lowest compared entry with this formula, charge and spin**: 0.0 kJ/mol

Which charges does natural (NBO) predict for the atoms? In e, they are:
1. N -1.1203
2. C -0.2064
3. C -0.4081
4. C -0.4090
5. C -0.2272
6. N -0.8684
7. H 0.2781
8. H 0.0741
9. H 0.1392
10. H 0.1633
11. H 0.1736
12. H 0.1782
13. H 0.1997
14. H 0.2010
15. H 0.1699
16. H 0.3493
17. H 0.3528
18. C -0.4288
19. C -0.4426
20. C -0.0622
21. O -0.5415
22. C -0.0703
23. H 0.2151
24. H 0.1892
25. H 0.2373
26. H 0.2047
27. H 0.1508
28. H 0.1819
29. H 0.1833
30. H 0.1772
31. C -0.4308
32. C -0.4301
33. C -0.0602
34. O -0.5376
35. C -0.0890
36. H 0.2059
37. H 0.1935
38. H 0.1941
39. H 0.2000
40. H 0.1538
41. H 0.1642
42. H 0.1646
43. H 0.2471
44. C -0.4372
45. C -0.4290
46. C -0.0636
47. O -0.5514
48. C -0.0688
49. H 0.2131
50. H 0.2170
51. H 0.1948
52. H 0.2096
53. H 0.1630
54. H 0.1724
55. H 0.1960
56. H 0.1821
57. C -0.4484
58. C -0.4285
59. C -0.0617
60. O -0.5595
61. C -0.0632
62. H 0.2403
63. H 0.2269
64. H 0.1954
65. H 0.2119
66. H 0.1566
67. H 0.1736
68. H 0.1651
69. H 0.1839

=====

Entry 3:
The following is a quantum chemistry calculation of a single C6H5P molecule in a non-equilibrium geometry, from OMol25.

Structure (XYZ):
```
12
Properties=species:S:1:pos:R:3:forces:R:3
H 1.994144 -1.284688 3.069532 -1.06 -2.29 -0.13
P 2.666766 -0.150388 2.945527 0.88 2.33 -0.28
C 1.749690 0.492380 1.679935 -0.86 0.92 -0.84
C 1.369706 1.723869 1.023408 -0.01 -3.45 0.14
C 0.731666 0.631237 0.608066 1.77 0.60 2.67
C -0.277314 -0.034318 -0.052169 -1.58 -1.47 -3.14
C -0.741378 -1.156656 -0.564020 0.29 0.78 0.12
C -1.182381 0.059224 -1.330355 0.81 -0.05 2.20
H 1.464925 2.737951 1.120919 0.19 2.30 -0.23
H -0.741740 -2.247785 -0.574783 0.02 0.52 0.09
H -0.838955 0.435010 -2.249398 1.35 -0.33 -1.29
H -2.113815 0.511764 -1.197549 -1.80 0.15 0.69
```
Positions in Å, forces in eV/Å.

**Frontier orbital gap**: 0.270 hartree
**LUMO**: -0.38 eV
**HOMO energy**: -7.722 eV
**ΔE to the lowest compared entry with this formula, charge and spin**: 254.6 kJ/mol

Which charges does natural (NBO) predict for the atoms? In e, they are:
1. H -0.0573
2. P 0.2033
3. C -0.3161
4. C -0.1041
5. C -0.0021
6. C -0.0543
7. C -0.0855
8. C -0.4210
9. H 0.2269
10. H 0.2325
11. H 0.1930
12. H 0.1847